#1
# C45H90O45

A cluster of 15 separate species, C45H90O45 in total (ωB97M-V with the def2-TZVPD basis set, OMol25).

```
180
Properties=species:S:1:pos:R:3
O -2.22920 2.26672 -4.83900
O -0.97428 0.25553 -0.65390
O -5.84136 0.53535 2.17823
O 2.62289 5.93308 -2.32457
O 4.90581 -1.57794 0.43077
O 5.93251 -6.76625 -0.09725
O -0.68771 -5.78381 0.37546
O -0.14430 1.53240 -4.18095
O -5.92687 5.44217 -7.32451
O -5.42061 0.70085 -0.12163
O -6.67324 -1.52045 -3.10424
O -3.05663 -6.06717 4.33241
O 5.04162 3.88116 1.96056
O -4.88528 -0.19289 -3.83743
O -3.75838 0.83491 1.21758
O -2.51858 -3.52359 -5.74670
O -1.27324 2.80339 -2.83806
O 2.80345 3.70777 -1.91742
O 1.29005 6.11705 1.43565
O -0.79336 -5.85810 -1.94518
O -0.96300 -1.94802 -6.28586
O 3.83409 -1.99934 3.60177
O -4.50564 -2.14222 -2.93579
O 3.93654 -6.43538 0.95476
O 1.78360 5.40397 3.55927
O -0.69170 -1.15733 1.08716
O 5.45928 -7.17176 2.16297
O 2.03955 -3.13037 3.41102
O 1.94852 4.11608 9.45986
O -4.37845 -5.24597 2.80218
O 0.11500 2.82975 8.93211
O -3.08477 -1.85592 -6.99812
O 1.53808 3.78197 7.38700
O 4.64417 4.70529 -2.53271
O 4.59981 -1.35603 -1.97027
O 0.64527 0.68558 0.79033
O 6.29651 3.44426 3.67271
O -5.95425 3.97790 -5.53290
O 6.10872 1.77506 2.09939
O -2.58893 -4.00591 3.73492
O 0.02818 4.54545 2.60996
O -7.74697 4.15609 -6.64785
O 1.99429 -1.38001 4.92701
O 5.20023 0.40939 -0.53541
O 0.31614 -4.18003 -0.75246
C 4.18644 3.60077 0.80674
C 5.86037 2.93572 2.49910
C 5.39457 5.81787 -3.15052
C -8.67164 4.87661 -7.56545
C 4.64444 -0.85853 3.87839
C 1.01929 5.41779 2.46596
C -3.73408 -7.37103 4.33379
C 5.11959 1.46033 -1.52753
C 7.21825 2.64105 4.49217
C -2.70498 -2.83031 2.94772
C 0.73890 -3.60423 3.67618
C -3.08368 -0.47294 -7.46456
C 1.74793 0.26559 1.62116
C -1.64561 -4.35806 -5.00709
C 1.09501 3.52827 8.63865
C -3.10619 1.06819 2.46105
C -2.07670 -2.41229 -6.33586
C -5.09145 0.65374 1.17040
C -5.71845 0.88278 -4.10857
C 2.57701 -2.09585 4.05868
C -0.37385 -5.36979 -0.89828
C 4.81168 -0.86773 -0.81582
C 0.99743 3.05382 6.29977
C 3.28923 4.87891 -2.22813
C -2.36762 3.55347 -2.37799
C 5.02147 -2.98186 0.52508
C 1.49058 3.42591 -1.46832
C 3.01470 6.07922 3.50040
C -1.30555 2.19516 -4.02672
C -4.76781 -3.07816 -1.90730
C 1.81768 4.21145 10.84041
C -0.30733 -0.10753 0.49226
C -6.73350 0.15047 -0.43639
C 6.72415 -7.62502 2.45754
C 0.52367 -3.33258 -1.81256
C 0.13107 0.87673 -5.36956
C -2.00566 -0.56437 -1.11884
C -5.47762 -1.33873 -3.33140
C 3.30842 -5.97110 -0.28485
C 5.17606 -6.79554 0.86840
C -1.35374 -7.00953 0.54795
C -4.55398 4.08553 -5.19555
C -0.74024 4.23468 1.44293
C -3.41212 -5.09205 3.54967
C -6.48218 4.57755 -6.62854
H -2.80604 4.19485 -3.14253
H 5.68399 -3.41284 1.27569
H -1.61103 -1.35680 -1.75479
H -0.38911 -3.18703 -2.39026
H 2.82761 7.13889 3.32665
H 1.69436 0.81524 2.56089
H 1.05410 4.93820 11.11765
H -4.70266 -7.13334 4.77363
H 0.43802 -3.68777 4.72050
H 0.02829 -2.92028 3.21211
H -2.21356 -0.38747 -8.11547
H 3.70633 2.62326 0.85242
H -9.10693 5.84462 -7.31730
H 8.17074 2.41633 4.01223
H 2.78193 4.60256 11.16500
H -0.26626 3.60102 0.69331
H -3.98310 -7.76831 3.34979
H -0.48213 -7.66088 0.48364
H 0.73076 -0.01767 -5.20071
H 5.19808 5.75540 -4.22084
H -4.24982 3.76174 -4.20018
H 0.84942 4.30078 -1.57615
H -1.61865 3.69459 1.79621
H 5.65149 -1.05739 3.51175
H -2.06063 -7.23166 -0.25147
H 5.70643 2.30487 -1.16635
H 1.54135 3.24307 11.25756
H -1.35312 -5.15034 -5.69618
H -5.45775 -3.83360 -2.28332
H 3.57687 5.98497 4.42949
H -3.41368 2.02483 2.88340
H 5.39595 -3.41268 -0.40350
H 1.26760 -3.58301 -2.56884
H -2.95561 0.15600 -6.58358
H -3.09603 -8.02231 4.93114
H -4.04634 -0.14050 -7.85295
H 1.72336 -0.81798 1.73679
H 4.06632 1.70265 -1.66895
H -5.25366 1.47502 -4.89680
H -2.71960 -0.07094 -1.77833
H 1.13166 1.97225 6.28235
H 6.72776 1.69977 4.74021
H 6.46456 5.61193 -3.12185
H -5.28410 -2.64056 -1.05287
H -2.80765 -2.00141 3.64808
H 6.86228 -8.61449 2.02168
H -8.08754 4.91408 -8.48498
H -9.52881 4.20330 -7.56194
H -3.21019 2.95564 -2.03047
H -7.06360 0.43490 -1.43551
H 7.39896 3.09822 5.46502
H -1.06926 5.17217 0.99464
H 1.44618 3.13193 -0.41965
H 2.73405 -6.69785 -0.85934
H 0.62985 -4.62360 3.30591
H -1.94108 4.05547 -1.50956
H -0.74431 0.53061 -5.91910
H 4.08205 -3.50355 0.70798
H 0.73845 1.44143 -6.07688
H -1.71773 -7.17610 1.56179
H -0.68622 -3.97622 -4.65801
H -2.04178 1.13361 2.23559
H 4.68944 3.67046 -0.15775
H 4.34350 0.05243 3.36101
H 0.82373 -2.46297 -1.22790
H -2.70539 -1.06089 -0.44657
H -1.78800 -2.61348 2.39978
H -4.01048 5.03017 -5.21493
H 4.11919 -5.73771 -0.97499
H 6.86654 -7.77087 3.52832
H -3.30032 0.15339 3.02103
H -6.70799 -0.92809 -0.28100
H 1.09355 2.54988 -1.98118
H -3.53627 -2.92879 2.24963
H -4.11158 3.47911 -5.98589
H 3.62763 5.89381 2.61835
H 1.41283 3.41685 5.35969
H 3.45490 4.40009 0.68835
H 4.70309 -0.52134 4.91327
H 5.42993 1.23513 -2.54786
H -2.11221 -4.69955 -4.08308
H 7.54125 -7.02161 2.06215
H -6.66680 0.54786 -4.52875
H -5.83967 1.32735 -3.12077
H -0.08358 3.10864 6.17132
H -7.52889 0.51189 0.21540
H -3.86034 -3.60732 -1.61652
H 2.71947 -5.07403 -0.09381
H 5.25184 6.82430 -2.75705
H 2.65228 0.50059 1.05989
```

Values from the calculation:
HOMO-LUMO gap (eV): 11.065
Highest occupied orbital energy (eV): -10.65


#2
# C45H90O45

A structure of composition C45H90O45 (ωB97M-V with the def2-TZVPD basis set, OMol25).

```
180
Properties=species:S:1:pos:R:3
O 1.71401 9.02919 28.99963
O 0.56856 8.58424 27.20982
O -1.49360 12.20159 20.37893
O -2.09991 14.74642 22.34581
O 1.92666 13.99605 27.83418
O -3.86386 5.23030 23.67677
O 5.35022 14.32274 24.43333
O -2.52398 8.66930 21.23816
O 2.63284 4.75878 20.61147
O -0.54197 14.33910 23.98812
O 3.85089 14.99718 26.00215
O -1.25419 12.71851 22.47438
O 2.50317 7.31747 22.94071
O 0.62313 6.92863 25.02154
O 0.49677 11.71056 20.99315
O -0.41280 10.45675 19.41909
O -1.80260 11.56264 26.31296
O -0.56939 9.16625 29.08431
O 4.51894 10.76247 25.15637
O 0.83949 15.47914 26.62274
O -0.53760 9.13404 23.62887
O 2.64112 9.46352 24.90804
O 3.29467 13.41474 24.41014
O 4.76054 9.36528 19.50791
O -2.81911 6.99920 24.47221
O 3.54675 10.98920 28.40510
O 4.32312 8.71557 22.69255
O 0.59395 4.89553 26.12273
O -2.60969 9.43330 25.92721
O 2.22262 6.50787 26.58422
O -4.52445 9.29650 22.12339
O -2.64226 11.01163 24.29620
O 0.92133 9.61408 21.84086
O 1.27058 6.53175 21.10401
O 1.09197 10.70006 23.82455
O 1.61273 4.71712 22.59690
O 4.74796 6.58114 22.73873
O 3.96671 9.36431 26.81241
O 0.12543 13.30713 26.94618
O 3.90308 8.00317 17.87676
O 2.64248 9.35957 19.24911
O -1.69039 5.48639 23.04224
O 2.34329 12.03698 26.76186
O 4.26166 12.67533 27.01169
O -3.92151 7.09894 21.76994
C -5.19194 6.64784 22.13813
C 0.91886 11.07159 25.20818
C 1.08052 11.49367 27.06379
C -0.47057 11.60912 22.97422
C -1.19835 13.97778 22.96665
C 3.10320 5.25759 19.35040
C -0.65939 8.67179 26.39035
C -1.53916 11.36803 27.70042
C -0.90213 13.38498 26.04454
C 1.82567 11.47623 20.63170
C -2.90607 10.13872 23.27429
C 1.75444 5.41799 21.40971
C -2.30181 16.11417 22.58052
C 3.44935 11.80083 27.45917
C 0.57985 8.45073 20.97401
C 3.72261 7.52515 22.83204
C 3.60527 9.85539 25.57393
C -2.52090 12.20021 19.34144
C 2.91063 15.02027 28.18453
C 3.81422 8.86312 18.75599
C -3.70730 8.45162 21.83445
C 4.64201 11.11139 23.76996
C 1.92848 9.65692 30.18819
C 3.61412 9.87076 22.24933
C 0.37344 9.82500 23.15823
C 1.14121 6.02109 25.92641
C 3.24406 8.40548 27.53051
C 0.93853 14.34557 27.06779
C -1.73422 7.85315 24.72268
C 1.89475 13.57278 24.66596
C 6.14891 9.00082 19.10688
C 4.54067 5.18176 22.91464
C -2.11678 9.93051 21.00150
C 1.17549 8.22534 24.61462
C -0.46323 11.34923 20.23731
C 4.11818 14.30872 24.98609
C 1.44191 8.83439 18.83096
C -4.08929 4.14606 22.77481
C 5.57304 13.83830 23.12597
C 2.89903 5.77471 27.64731
C -2.34734 10.56788 25.54208
C -2.68889 5.90430 23.64913
C 5.51331 12.91486 27.60480
C 0.48239 8.89666 28.46625
C 0.76185 5.32641 23.61967
H -1.56462 12.53349 26.19996
H 4.09116 4.79797 19.32291
H -0.61648 8.12822 25.44653
H -3.25857 11.41988 19.52857
H 1.18550 9.32283 30.91239
H -0.26588 7.86796 21.33900
H 2.18306 5.04907 28.03325
H -1.51279 10.34529 28.07644
H 0.79596 9.06168 25.20163
H -5.36631 6.39833 23.18476
H -1.51195 16.50973 21.94198
H 0.76200 11.95824 27.99696
H 0.40198 4.71006 24.44351
H 2.47961 4.88997 18.53547
H 4.94734 14.35542 22.39853
H 1.44556 12.77160 24.07906
H 3.47886 15.26745 27.28781
H 5.90699 12.24450 28.36883
H -2.14109 16.40794 23.61780
H 1.24877 9.17944 17.81522
H 0.60065 11.80982 22.95664
H -3.03989 13.15818 19.37389
H -2.09477 11.96857 18.36529
H 2.39151 12.38551 20.83449
H -2.33407 11.83328 28.28331
H 3.23015 6.45360 28.43316
H 5.38300 12.78185 22.93646
H 2.93368 9.45135 30.55619
H -4.67872 3.39441 23.29987
H -0.80982 11.32058 23.96908
H -5.28082 5.63348 21.74919
H 2.72999 10.01248 22.87089
H -0.55963 10.74229 22.31940
H -1.51988 8.35757 26.98105
H 1.20114 6.27455 23.92974
H 1.07901 10.40761 27.15647
H -2.88718 10.52422 20.50947
H 4.27290 4.70129 21.97362
H 3.67130 7.40618 27.44712
H 4.24062 10.75835 22.33764
H 0.24963 8.77148 19.98599
H -2.07319 9.52605 22.92926
H 2.25220 8.09639 24.50432
H 5.16502 12.05452 23.61167
H -1.85546 8.36409 25.67784
H -3.15536 3.71831 22.41021
H 2.42622 15.88770 28.63287
H -1.73513 8.63186 23.95998
H -1.39580 14.35558 25.99639
H -0.97820 9.68075 26.12873
H 5.22792 10.40551 23.18129
H 1.02312 12.14825 25.34245
H 1.38577 7.72263 21.06603
H 3.81953 4.92701 23.69128
H 1.58391 14.57892 24.38455
H -4.67324 4.42853 21.89886
H -3.66537 9.43597 23.61737
H 3.82545 5.29213 27.33592
H 0.59022 9.15340 19.43177
H -0.18598 5.49860 23.10972
H 3.69375 14.66156 28.85248
H 3.64890 11.19462 23.32848
H -3.34390 10.66428 22.42564
H 3.24057 6.33411 19.24868
H 6.54428 14.15451 22.74546
H 0.05384 10.61903 25.69299
H -1.67059 10.49557 21.81987
H 1.72275 10.82946 25.90333
H 2.07701 11.20077 19.60746
H 2.23320 10.74483 21.32961
H -6.03821 7.26741 21.84135
H 5.33721 4.62254 23.40546
H 6.24460 7.96314 18.78724
H -0.70499 7.49462 24.70796
H 1.66632 13.41604 25.72016
H 2.15916 8.50240 27.48919
H 6.23352 12.95717 26.78775
H 5.49202 13.84666 28.16995
H 0.33595 11.74911 26.30981
H -1.38785 9.77725 20.20572
H 0.79046 8.31533 23.59887
H -3.24848 16.54505 22.25451
H 3.42965 8.76039 28.54427
H -0.63184 11.85466 28.05827
H 6.86819 9.11417 19.91798
H 1.35750 7.75021 18.90543
H 1.85073 10.74178 30.11660
H -0.62569 13.17092 25.01214
H 6.49201 9.51840 18.21106
H 3.41220 9.94245 21.18059
```

Values from the calculation:
HOMO-LUMO gap (eV): 7.768
Highest occupied orbital energy (eV): -7.61


The most stable of them is #1.


#1
# C3H8ClN2

A cluster of 2 separate species, C3H8ClN2 in total (ωB97M-V with the def2-TZVPD basis set, OMol25).

```
14
Properties=species:S:1:pos:R:3
Cl 1.98575 -0.61037 -1.28109
N -1.03996 -0.10604 -0.95684
N -0.49557 0.61306 1.14980
C -0.30668 -0.14204 0.08190
C 3.19864 -1.73166 -1.36717
C -1.68862 1.37036 1.40348
H -2.01816 0.20665 -0.79956
H 3.01827 -2.69815 -1.89937
H -2.05657 1.65898 0.40897
H -1.42059 2.21051 1.99773
H -0.01295 0.30700 1.91919
H -0.65311 -0.52888 -1.77340
H 4.00970 -1.38808 -0.77966
H -2.52013 0.83866 1.89602
```

Values from the calculation:
Net charge: +1
HOMO-LUMO gap (alpha / beta) (eV): 10.231 / 6.004
Highest occupied orbital energy (alpha / beta) (eV): -14.48 / -12.31


#2
# C3H8ClN2

A cluster of 2 separate species, C3H8ClN2 in total (ωB97M-V with the def2-TZVPD basis set, OMol25).

```
14
Properties=species:S:1:pos:R:3
Cl -1.97215 0.28647 -1.19561
N -0.14111 -0.17863 0.78150
N 0.99967 -0.40891 1.19199
C -1.20916 -0.23624 1.64408
C 0.68947 0.11461 -1.63651
C -0.38471 0.26383 -0.47316
H -1.72139 0.71734 1.70015
H -2.08379 -0.78839 1.04265
H -0.34724 1.89060 -0.32057
H 1.14669 -0.89656 -1.48958
H -1.02147 -0.61446 2.58956
H 0.44327 0.31714 -2.69025
H 1.80256 -0.43754 0.49820
H 1.52734 0.77206 -1.41939
```

Values from the calculation:
Net charge: +1
HOMO-LUMO gap (eV): 8.248
Highest occupied orbital energy (eV): -14.97


The most stable of them is #1.


#1
# C10H16

A cluster of 2 separate species, C10H16 in total (ωB97M-V with the def2-TZVPD basis set, OMol25).

```
26
Properties=species:S:1:pos:R:3
C -1.04765 1.95747 -0.20100
C -1.07990 -0.31202 0.73395
C -2.41883 0.24440 -1.40523
C -1.51835 0.59454 -0.27490
C -0.37929 0.07111 1.85182
C 2.72696 -0.38649 0.63684
C -2.00903 -1.07763 -2.03433
C 3.06792 -1.59931 -0.19122
C -0.07543 1.44855 1.97434
C -0.42814 2.34932 0.96579
H 3.49475 -0.32320 1.41723
H -1.46246 2.80155 -0.73594
H 0.47813 1.78063 2.84197
H 2.43394 -1.72307 -1.06343
H -3.50899 0.18228 -1.15495
H -0.23112 -0.61008 2.67026
H 2.66784 0.59229 0.14636
H -0.99066 -1.01629 -2.42906
H 3.14011 -2.52782 0.41619
H -2.62888 -1.29375 -2.90696
H -1.20134 -1.37207 0.51856
H 1.77807 -0.55586 1.17578
H -2.55785 1.02131 -2.17664
H -0.27245 3.42044 1.00517
H 4.11127 -1.78572 -0.47441
H -2.08860 -1.88058 -1.30615
```

Values from the calculation:
Net charge: +1
HOMO-LUMO gap (alpha / beta) (eV): 9.610 / 5.762
Expectation value of S²: 0.768
2S+1: 2
Highest occupied orbital energy (alpha / beta) (eV): -13.95 / -13.94


#2
# C10H16

A cluster of 2 separate species, C10H16 in total (ωB97M-V with the def2-TZVPD basis set, OMol25).

```
26
Properties=species:S:1:pos:R:3
C 1.82197 0.89118 -0.98624
C -0.73818 -0.07823 -0.54443
C 1.42957 -0.38100 -1.51099
C 0.11452 -0.80644 -1.35461
C 1.42523 -3.01261 1.26327
C -2.52139 2.69303 0.08473
C 0.84776 1.66645 -0.33995
C -0.48361 1.23831 -0.17369
C 0.00638 -3.30876 1.70252
C -1.35475 2.00725 0.75382
H 2.82456 1.27396 -0.92741
H -0.68754 -2.55582 1.19525
H -1.75589 -0.48796 -0.32849
H -0.94078 2.73825 1.34298
H 1.98165 -2.93928 2.19787
H -2.83644 3.66409 0.65768
H 2.07594 -1.03334 -2.20828
H -2.51470 2.99527 -1.06114
H 1.80474 -3.62666 0.57179
H 1.01754 2.73907 -0.35036
H -3.50103 1.97645 0.15931
H 0.00263 -3.22599 2.72134
H -0.43104 -4.39079 1.71283
H -0.12417 -1.78888 -1.62725
H 1.51449 -2.06388 0.90911
H -1.71498 1.27038 1.66819
```

Values from the calculation:
Net charge: +1
HOMO-LUMO gap (alpha / beta) (eV): 10.162 / 6.064
Expectation value of S²: 0.768
2S+1: 2
Highest occupied orbital energy (alpha / beta) (eV): -14.50 / -14.50


#3
# C10H16

A cluster of 2 separate species, C10H16 in total (ωB97M-V with the def2-TZVPD basis set, OMol25).

```
26
Properties=species:S:1:pos:R:3
C -0.05292 -0.31019 -0.28280
C -3.21242 0.78785 2.22160
C 1.35151 1.70216 0.18991
C 0.77740 -2.07794 -1.60800
C 2.31904 -0.32319 -0.95827
C -3.01174 -0.65234 2.63825
C -0.27982 -1.50588 -0.90457
C 1.24463 0.34106 -0.35085
C 0.40783 2.66983 -0.53429
C 2.08684 -1.49328 -1.62142
H 1.21170 1.77751 1.27663
H -2.58754 1.53176 2.71544
H -0.61464 2.29903 -0.62870
H -2.82011 -0.66850 3.71163
H -1.22316 -2.01224 -0.78208
H 2.38159 2.06920 0.08680
H 0.66098 -3.06838 -2.04216
H -2.07550 -1.08451 2.24110
H -0.87239 0.17376 0.24020
H 2.90318 -1.98747 -2.13076
H -3.80706 -1.35272 2.39766
H -4.23772 1.14516 2.27097
H 0.80186 2.92702 -1.51832
H 0.30931 3.59891 0.01939
H -2.98215 0.96444 1.16322
H 3.30276 0.12088 -0.93165
```

Values from the calculation:
Net charge: +1
HOMO-LUMO gap (alpha / beta) (eV): 9.959 / 6.189
Expectation value of S²: 0.767
2S+1: 2
Highest occupied orbital energy (alpha / beta) (eV): -14.33 / -14.33


The most stable of them is #3.